[1]
Here is a cluster of 11 separate species, C46H119N5O16 in total at a distorted geometry from the OMol25 dataset. Energies are from ωB97M-V with the def2-TZVPD basis set.

The geometry in ORCA input format:
```
! RIJCOSX wB97M-V def2-TZVPD def2/J DEFGRID3
* xyz 0 1
C -3.91 2.06 -0.03
C -3.33 1.61 1.29
C -4.15 2.26 2.41
O -3.54 0.19 1.58
H -4.98 1.85 -0.07
H -3.61 1.56 -0.93
H -3.78 3.16 -0.21
H -2.35 1.97 1.35
H -5.10 1.72 2.43
H -4.34 3.26 2.12
H -3.61 2.27 3.36
H -2.96 -0.23 0.91
C -0.58 -1.43 5.71
C -0.69 0.14 5.54
C -0.77 0.32 4.01
O -1.87 0.62 6.21
H -1.56 -1.85 5.42
H -0.57 -1.73 6.76
H 0.25 -1.92 5.18
H 0.21 0.52 5.97
H -1.71 -0.05 3.58
H 0.02 -0.22 3.53
H -0.74 1.38 3.76
H -2.05 1.55 6.01
C 0.32 -0.05 0.04
C -0.51 -1.36 -0.16
C -0.44 -2.26 1.09
O -1.90 -0.96 -0.38
H 0.15 0.43 1.01
H 0.13 0.63 -0.73
H 1.40 -0.29 0.02
H -0.18 -1.91 -1.02
H -1.29 -1.94 1.77
H 0.52 -2.32 1.61
H -0.71 -3.28 0.85
H -2.31 -1.73 -0.80
C 2.61 -0.95 -3.42
C 2.98 0.47 -3.01
C 4.08 0.38 -1.94
O 3.47 1.12 -4.18
H 3.45 -1.50 -3.88
H 1.88 -0.81 -4.19
H 2.28 -1.57 -2.56
H 2.13 1.05 -2.62
H 3.81 -0.41 -1.18
H 4.25 1.37 -1.41
H 5.00 0.22 -2.50
H 3.25 2.06 -3.99
C 5.11 6.63 5.81
O 3.89 6.19 5.33
C 3.30 5.36 6.35
C 2.01 4.83 5.76
N 2.23 4.11 4.52
C 0.96 3.69 3.95
C 1.11 2.98 2.57
O 1.76 3.87 1.63
C 2.05 3.26 0.38
H 5.69 7.05 5.00
H 5.74 5.84 6.20
H 4.91 7.38 6.56
H 3.03 5.96 7.20
H 4.01 4.51 6.58
H 1.25 5.62 5.59
H 1.65 4.12 6.53
H 2.79 4.65 3.85
H 0.24 4.52 3.88
H 0.58 3.02 4.71
H 0.13 2.77 2.25
H 1.72 2.08 2.73
H 2.59 2.33 0.59
H 2.58 3.97 -0.19
H 1.10 2.92 -0.08
C 2.80 -6.74 4.87
O 3.29 -5.44 4.97
C 2.42 -4.62 5.79
C 3.07 -3.28 5.96
N 3.09 -2.48 4.76
C 3.67 -1.13 5.08
C 3.63 -0.35 3.76
O 4.54 -0.90 2.82
C 4.24 -0.54 1.48
H 2.80 -7.23 5.87
H 3.37 -7.39 4.18
H 1.74 -6.84 4.57
H 2.40 -5.06 6.81
H 1.39 -4.49 5.42
H 4.09 -3.51 6.26
H 2.57 -2.75 6.75
H 3.57 -3.02 4.07
H 4.74 -1.20 5.37
H 3.07 -0.73 5.87
H 3.92 0.70 3.91
H 2.62 -0.39 3.35
H 4.11 0.56 1.43
H 3.27 -0.95 1.15
H 5.05 -0.95 0.85
C -6.22 1.59 -5.39
O -6.14 1.22 -4.08
C -5.99 -0.17 -4.01
C -5.96 -0.56 -2.56
N -5.31 -1.83 -2.41
C -5.20 -2.25 -1.00
C -4.46 -3.57 -0.90
O -3.10 -3.31 -1.29
C -2.23 -4.44 -1.27
H -5.31 1.40 -5.96
H -6.42 2.66 -5.31
H -7.10 1.05 -5.82
H -5.03 -0.51 -4.45
H -6.80 -0.73 -4.55
H -6.98 -0.56 -2.15
H -5.46 0.32 -2.05
H -4.39 -1.90 -2.77
H -6.18 -2.33 -0.60
H -4.63 -1.46 -0.40
H -4.86 -4.29 -1.59
H -4.48 -3.85 0.18
H -1.31 -4.11 -1.78
H -2.67 -5.30 -1.77
H -1.97 -4.76 -0.27
C -3.69 2.02 -8.64
O -4.57 0.90 -8.60
C -3.92 -0.36 -8.57
C -3.18 -0.57 -7.29
N -2.66 -1.95 -7.23
C -1.68 -2.15 -6.20
C -2.11 -2.31 -4.78
O -2.49 -1.13 -3.99
C -1.40 -0.26 -3.83
H -4.29 2.93 -8.40
H -3.27 2.34 -9.62
H -2.89 2.01 -7.91
H -3.13 -0.48 -9.36
H -4.67 -1.13 -8.72
H -3.81 -0.25 -6.44
H -2.27 0.04 -7.36
H -3.45 -2.58 -7.05
H -0.89 -1.41 -6.27
H -1.12 -3.11 -6.43
H -1.29 -2.81 -4.17
H -2.98 -2.91 -4.64
H -1.62 0.49 -3.05
H -1.07 0.21 -4.76
H -0.58 -0.82 -3.33
C 5.66 4.27 -0.55
O 4.55 4.68 -1.40
C 4.78 4.59 -2.77
C 3.48 4.74 -3.54
N 2.54 3.65 -3.46
C 1.33 3.94 -4.24
C 0.21 4.35 -3.30
O -0.23 3.24 -2.62
C -1.33 3.46 -1.71
H 5.27 4.26 0.47
H 6.46 4.98 -0.55
H 6.05 3.29 -0.89
H 5.17 3.61 -3.05
H 5.46 5.36 -3.21
H 3.75 4.94 -4.57
H 3.02 5.69 -3.20
H 2.34 3.41 -2.52
H 1.10 3.04 -4.77
H 1.50 4.76 -4.94
H -0.58 4.80 -3.88
H 0.59 5.03 -2.58
H -2.14 3.97 -2.25
H -1.02 4.15 -0.86
H -1.56 2.49 -1.32
C 2.46 -4.90 2.03
C 2.35 -4.86 0.49
O 3.06 -3.71 -0.05
H 3.49 -4.87 2.35
H 1.98 -5.75 2.49
H 2.00 -4.02 2.49
H 1.31 -4.76 0.16
H 2.80 -5.76 0.11
H 3.97 -3.90 0.13
C -2.79 -5.33 2.79
C -1.42 -5.92 2.75
O -1.03 -6.05 1.37
H -3.36 -5.77 1.97
H -2.93 -4.25 2.64
H -3.25 -5.62 3.71
H -1.49 -6.93 3.17
H -0.71 -5.31 3.31
H -0.13 -6.36 1.31
*
```

Lowest unoccupied orbital energy, eV: 0.49
Maximum force, eV Å⁻¹: 3.07
HOMO energy, eV: -8.470
SMILES: COCCNCCOC.COCCNCCOC.COCCNCCOC.COCCNCCOC.COCCNCCOC.CC(C)O.CC(C)O.CC(C)O.CC(C)O.CCO.CCO

[2]
Here is an isolated molecule of C5H10N2O2 at a distorted geometry from the OMol25 dataset. Energies are from ωB97M-V with the def2-TZVPD basis set.

The geometry in ORCA input format:
```
! RIJCOSX wB97M-V def2-TZVPD def2/J DEFGRID3
* xyz 0 1
C 0.65 0.38 1.94
C -1.18 1.31 0.44
C 0.21 0.76 0.56
C 1.19 0.97 -0.40
O 2.36 1.22 -0.44
H 0.80 1.26 2.58
H -0.12 -0.25 2.42
H -1.93 0.56 0.71
H -1.31 2.16 1.12
H 1.59 -0.17 1.93
H -1.40 1.67 -0.57
C 0.04 -0.79 -1.29
N 0.84 -1.87 -1.00
N -1.28 -1.07 -1.47
O 0.56 0.28 -1.84
H 0.51 -2.46 -0.25
H 1.81 -1.60 -0.87
H -1.53 -2.02 -1.70
H -1.83 -0.34 -1.89
*
```

Lowest unoccupied orbital energy, eV: 0.54
Maximum force, eV Å⁻¹: 1.27
HOMO energy, eV: -7.103

[3]
Here is an isolated molecule of C6H12N2O3S at a distorted geometry from the OMol25 dataset. Energies are from ωB97M-V with the def2-TZVPD basis set.

The geometry in ORCA input format:
```
! RIJCOSX wB97M-V def2-TZVPD def2/J DEFGRID3
* xyz 0 1
C -0.10 -0.13 2.99
C -0.55 -0.01 1.51
C 0.10 -1.61 3.32
C 0.17 -0.08 -0.84
C 1.50 -0.65 -1.53
C -0.29 1.31 -1.37
H -1.13 1.45 3.53
H -1.89 0.06 3.69
H 0.94 0.29 3.04
H 0.65 -1.71 4.31
H 0.60 -2.17 2.53
H -0.89 -2.01 3.54
H 1.35 -0.48 0.82
H -0.69 -0.76 -1.12
H -1.01 1.56 -0.56
H 0.51 2.05 -1.35
H -2.14 0.50 -2.61
H 0.80 -0.37 -3.26
N -1.01 0.51 3.89
N 0.43 -0.09 0.55
O -1.74 0.14 1.24
O 2.49 -0.86 -0.87
O 1.52 -0.86 -2.84
S -1.01 1.14 -3.02
*
```

Lowest unoccupied orbital energy, eV: 0.46
Maximum force, eV Å⁻¹: 2.25
HOMO energy, eV: -9.824
SMILES: C[C@H](N)C(=O)N[C@@H](CS)C(=O)O

[4]
Here is a cluster of 2 separate species, C5H13NS2 in total at a distorted geometry from the OMol25 dataset. Energies are from ωB97M-V with the def2-TZVPD basis set.

The geometry in ORCA input format:
```
! RIJCOSX wB97M-V def2-TZVPD def2/J DEFGRID3
* xyz 0 1
C 1.75 -2.47 -1.41
C 2.42 -1.36 -0.96
N 2.28 -0.86 0.35
C 2.83 0.45 0.68
H 1.30 -3.11 -0.69
H 1.79 -2.74 -2.49
H 3.10 -0.80 -1.68
H 1.37 -1.14 0.74
H 2.28 0.85 1.57
H 3.93 0.35 0.79
H 2.60 1.19 -0.08
C -1.06 1.36 -2.29
C -0.80 1.34 -0.80
S -2.19 0.59 0.21
S -1.49 0.00 2.03
H -1.96 1.87 -2.61
H -1.09 0.33 -2.73
H -0.19 1.83 -2.86
H -0.60 2.31 -0.38
H 0.07 0.64 -0.66
H -0.52 -0.83 1.56
*
```

Lowest unoccupied orbital energy, eV: 0.52
Maximum force, eV Å⁻¹: 2.44
HOMO energy, eV: -8.113
SMILES: C=CNC.CCSS

[5]
Here is a structure of composition C23H25N7O5STi at a distorted geometry from the OMol25 dataset. Energies are from ωB97M-V with the def2-TZVPD basis set.

The geometry in ORCA input format:
```
! RIJCOSX wB97M-V def2-TZVPD def2/J DEFGRID3
* xyz 2 1
Ti 0.36 -0.44 0.75
O 0.08 2.98 -1.19
C 0.23 2.22 -0.28
O -0.39 1.04 -0.12
C 1.25 2.40 0.81
C 2.03 3.48 1.13
C 2.96 3.33 2.16
C 3.10 2.11 2.82
C 2.27 1.08 2.44
N 1.38 1.26 1.48
C 2.21 -0.35 2.92
O 3.04 -0.86 3.60
O 1.13 -0.95 2.37
H 1.93 4.42 0.59
H 3.59 4.17 2.44
H 3.83 1.96 3.61
C -4.31 1.86 2.91
C -2.95 2.10 3.05
C -2.04 1.18 2.55
C -2.50 0.02 1.96
C -3.86 -0.23 1.83
C -4.76 0.70 2.30
N -1.52 -0.92 1.49
N -1.90 -2.09 1.39
C -0.92 -3.03 0.96
C -1.27 -4.35 0.96
C -0.31 -5.28 0.59
C 0.95 -4.83 0.24
C 1.21 -3.47 0.26
N 0.30 -2.59 0.61
H -5.02 2.59 3.29
H -2.60 3.00 3.54
H -0.97 1.35 2.68
H -4.19 -1.15 1.35
H -5.82 0.52 2.19
H -2.28 -4.63 1.25
H -0.54 -6.34 0.57
H 1.73 -5.52 -0.06
H 2.18 -3.08 -0.02
C -3.10 0.57 -2.20
N -1.91 0.54 -3.06
C -0.86 -0.25 -2.91
S -0.74 -1.46 -1.68
N 0.12 -0.14 -3.82
C 0.03 0.68 -5.02
H -3.88 1.10 -2.74
H -2.89 1.09 -1.27
H -3.43 -0.44 -1.99
H -1.90 1.20 -3.82
H 0.79 -0.90 -3.79
H -0.08 1.74 -4.75
H -0.80 0.38 -5.66
H 0.95 0.57 -5.59
C 2.87 0.87 -2.20
C 3.01 -0.10 -1.06
N 4.22 -0.54 -0.76
O 2.02 -0.49 -0.41
H 3.25 0.42 -3.11
H 3.46 1.76 -1.99
H 1.83 1.14 -2.34
H 5.03 -0.25 -1.28
H 4.35 -1.17 0.02
*
```

Lowest unoccupied orbital energy, eV: -7.37
Maximum force, eV Å⁻¹: 2.03
HOMO energy, eV: -14.213

[6]
Here is a structure of composition C26H25BrN2O4Pd from the OMol25 dataset. Energies are from ωB97M-V with the def2-TZVPD basis set.

The geometry in ORCA input format:
```
! RIJCOSX wB97M-V def2-TZVPD def2/J DEFGRID3
* xyz 0 1
Pd 0.76 0.82 -0.18
O 4.31 1.00 -0.15
C 4.50 1.00 1.19
C 5.55 1.78 1.68
C 5.84 1.82 3.03
C 5.09 1.07 3.92
C 4.05 0.29 3.44
C 3.72 0.25 2.08
C 2.57 -0.64 1.62
O 2.18 -0.46 0.29
N 1.44 -0.48 2.57
N 0.22 -0.54 1.98
C -0.80 -0.17 2.64
C -2.12 -0.17 2.05
Br -2.20 -0.40 0.17
C -3.27 0.04 2.71
C -3.41 0.16 4.17
C -4.25 1.14 4.69
C -4.42 1.28 6.06
C -3.75 0.43 6.93
C -2.93 -0.57 6.43
C -2.77 -0.71 5.06
H 3.54 0.41 -0.31
H 6.13 2.35 0.96
H 6.66 2.44 3.38
H 5.32 1.07 4.98
H 3.48 -0.32 4.13
H 2.90 -1.68 1.70
H 1.57 0.31 3.20
H -0.72 0.19 3.67
H -4.18 0.14 2.13
H -4.77 1.81 4.01
H -5.07 2.06 6.45
H -3.89 0.54 8.00
H -2.43 -1.25 7.10
H -2.15 -1.51 4.67
C 0.56 8.91 1.20
C 0.57 7.44 0.90
C 1.50 6.59 1.49
C 1.52 5.23 1.25
C 2.58 4.42 1.96
C 0.56 4.68 0.37
C -0.39 5.53 -0.25
C -1.45 5.04 -1.20
C -0.36 6.88 0.04
C 0.56 3.24 0.08
O 1.34 2.44 0.76
O -0.18 2.68 -0.80
H 1.50 9.23 1.63
H -0.23 9.15 1.91
H 0.37 9.49 0.30
H 2.24 7.01 2.16
H 3.22 5.09 2.53
H 3.20 3.85 1.27
H 2.14 3.70 2.65
H -1.01 4.60 -2.10
H -2.09 5.87 -1.50
H -2.07 4.26 -0.76
H -1.09 7.53 -0.44
*
```

Lowest unoccupied orbital energy (spin up / spin down), eV: -1.20 / -1.20
Maximum force, eV Å⁻¹: 0.99
HOMO energy (spin up / spin down), eV: -8.186 / -8.186

[7]
Here is a structure of composition C18H18F2IrN7O2S2 at a distorted geometry from the OMol25 dataset. Energies are from ωB97M-V with the def2-TZVPD basis set.

The geometry in ORCA input format:
```
! RIJCOSX wB97M-V def2-TZVPD def2/J DEFGRID3
* xyz 1 2
Ir 0.34 0.50 0.42
O -1.94 -0.92 -2.25
C -1.11 -0.04 -2.08
O 0.04 -0.26 -1.49
C -1.33 1.36 -2.58
C -1.44 1.56 -3.95
C -1.60 2.83 -4.46
C -1.66 3.92 -3.60
C -1.56 3.72 -2.23
C -1.39 2.44 -1.70
S -1.34 2.27 0.06
H -1.39 0.70 -4.62
H -1.69 2.98 -5.53
H -1.78 4.92 -3.99
H -1.60 4.56 -1.55
N 2.61 1.34 3.74
C 1.91 0.38 4.43
C 0.96 -0.08 3.57
N 1.07 0.59 2.38
C 2.08 1.44 2.51
C 2.40 2.24 1.36
N 1.76 1.97 0.24
C 2.15 2.89 -0.70
C 3.07 3.72 -0.12
N 3.22 3.29 1.18
H 3.40 1.86 4.10
H 2.14 0.12 5.44
H 0.20 -0.82 3.74
H 1.75 2.89 -1.69
H 3.61 4.56 -0.52
H 3.80 3.73 1.87
C -0.60 -5.75 0.85
C -0.81 -4.83 -0.37
C -1.18 -3.43 0.00
N -0.39 -2.49 0.44
N -0.95 -1.25 0.69
C -2.23 -1.27 0.36
N -3.07 -0.26 0.46
S -2.75 -2.85 -0.18
H -0.49 -6.77 0.50
H -1.46 -5.71 1.52
H 0.29 -5.48 1.41
H -1.63 -5.23 -0.97
H 0.08 -4.82 -0.99
H -2.65 0.70 0.51
H -3.92 -0.32 -0.08
F 1.65 -3.41 0.00
C 1.00 -2.63 0.86
F 1.02 -3.22 2.07
H 1.45 -1.64 0.92
*
```

Lowest unoccupied orbital energy (spin up / spin down), eV: -3.24 / -3.26
Maximum force, eV Å⁻¹: 1.16
HOMO energy (spin up / spin down), eV: -9.031 / -9.711